# 1
15
Properties=species:S:1:pos:R:3 method="wB97M-V/def2-TZVPD" gap_ev=10.5665
C 1.5417 0.2223 -1.1116
C 1.0299 -0.4930 0.1166
O 1.7753 -1.1875 0.7878
C -0.3838 -0.3509 0.5923
O -0.6373 -1.1329 1.7086
C -1.5396 -0.1310 -0.3448
C -1.0677 0.9958 0.5258
H 2.4213 -0.3167 -1.4719
H 0.8035 0.2971 -1.9142
H 1.8535 1.2390 -0.8445
H 0.2351 -1.4911 1.9528
H -2.4506 -0.6449 -0.0519
H -1.3693 -0.0812 -1.4167
H -0.5536 1.8363 0.0674
H -1.6585 1.2385 1.4043

# 2
10
Properties=species:S:1:pos:R:3 method="wB97M-V/def2-TZVPD" gap_ev=7.7689
C -2.4837 0.4414 -0.1219
C 2.4997 -0.4613 0.1143
H -4.1116 -0.5217 -0.1044
H -3.0877 1.2955 -0.4491
H 4.0555 0.6209 0.1497
H 3.1509 -1.2660 0.4685
O -3.1809 -0.6766 0.0815
O 3.1200 0.7047 -0.0696
S -0.8878 0.5502 0.0895
S 0.9257 -0.6871 -0.1585

# 3
71
Properties=species:S:1:pos:R:3 method="wB97M-V/def2-TZVPD" multiplicity=2 gap_ev="7.0638 / 7.5828"
Co 0.7678 0.2159 1.8385
O 0.2173 5.4112 0.6435
C 0.9910 4.9605 -0.3897
C 1.3400 5.8753 -1.3750
C 2.1065 5.4602 -2.4518
C 2.5229 4.1390 -2.5539
C 2.1814 3.2381 -1.5570
C 1.4256 3.6370 -0.4629
C 1.1096 2.6404 0.6394
O 1.6242 1.4174 0.4503
N -0.4112 2.6096 0.7142
N -0.8571 1.5248 1.3999
C -2.0726 1.1570 1.2779
C -2.6265 0.0242 2.0122
Br -1.4571 -0.8562 3.2231
C -3.8702 -0.4484 1.8850
C -4.9536 0.1191 1.0593
C -5.7127 -0.7488 0.2732
C -6.7430 -0.2668 -0.5171
C -7.0448 1.0880 -0.5163
C -6.3206 1.9544 0.2887
C -5.2845 1.4741 1.0755
H -0.1416 4.6480 1.1195
H 0.9988 6.8980 -1.2844
H 2.3761 6.1751 -3.2192
H 3.1181 3.8178 -3.3988
H 2.5016 2.2040 -1.5836
H 1.3993 3.0852 1.6128
H -0.8492 2.7066 -0.1997
H -2.7487 1.6752 0.6028
H -4.1157 -1.3617 2.4150
H -5.4825 -1.8074 0.2756
H -7.3153 -0.9498 -1.1310
H -7.8530 1.4647 -1.1292
H -6.5689 3.0072 0.3166
H -4.7544 2.1500 1.7339
O 2.3479 0.6057 3.4762
C 2.3205 -0.1546 2.5310
C 3.3920 -1.0433 2.0000
C 4.6772 -1.1840 2.5020
C 5.5365 -2.0684 1.8685
C 5.1068 -2.7958 0.7608
C 3.8192 -2.6516 0.2647
C 2.9535 -1.7578 0.8846
P 1.1913 -1.4385 0.4687
C 0.5274 -3.1415 0.5423
C 0.4027 -3.7191 1.8057
C -0.0748 -5.0105 1.9477
C -0.4464 -5.7403 0.8253
C -0.3296 -5.1738 -0.4341
C 0.1578 -3.8803 -0.5770
C 1.1354 -1.0007 -1.2895
C -0.1276 -0.7445 -1.8243
C -0.2631 -0.3082 -3.1310
C 0.8668 -0.1025 -3.9132
C 2.1249 -0.3363 -3.3812
C 2.2600 -0.7846 -2.0730
H 4.9908 -0.6145 3.3667
H 6.5452 -2.1998 2.2375
H 5.7866 -3.4896 0.2822
H 3.4937 -3.2366 -0.5876
H 0.6917 -3.1532 2.6849
H -0.1606 -5.4469 2.9344
H -0.8239 -6.7487 0.9354
H -0.6138 -5.7377 -1.3133
H 0.2511 -3.4510 -1.5661
H -1.0117 -0.8748 -1.2073
H -1.2482 -0.1160 -3.5367
H 0.7645 0.2506 -4.9310
H 3.0093 -0.1580 -3.9792
H 3.2497 -0.9325 -1.6615

Relative energy (zero: lowest compared OMol25 entry of this formula, charge and spin) for the records above, in order: 100.9 335.8 25.9 kJ/mol
Strongest force on any atom for the records above, in order: 0.4 4.7 1.2 eV/A